# 1
Molecular formula: C13H41BN7O6P3S
Method: DFT, wB97M-V/def2-TZVPD

Output
E_HOMO = -8.013 eV
LUMO level = 0.19 eV
HOMO-LUMO gap = 8.2 eV
SMILES string = CN(C)P(=O)(N(C)C)N(C)C.CN(C)P(=O)(N(C)C)N(C)C.O=C(N[PH2]=S)OB(O)O

The geometry in XYZ format:
```
72
Properties=species:S:1:pos:R:3:forces:R:3:mulliken_charge:R:1
C -3.850 1.170 1.179 -0.48 0.11 -0.19 -1.1911
N -2.679 1.219 0.329 0.37 -0.07 0.14 0.8065
C -2.107 2.567 0.338 0.32 0.01 -0.37 -1.3051
P -2.586 0.500 -1.225 -2.08 -3.83 4.61 0.2457
O -1.121 0.292 -1.370 -0.45 2.22 -2.77 -0.6607
N -3.089 -1.186 -1.163 0.18 -0.11 0.30 0.1629
C -3.707 -1.762 0.029 -0.41 0.04 0.09 -1.0068
C -2.032 -2.121 -1.564 0.17 0.01 -0.23 -0.9145
N -4.107 1.091 -1.845 1.70 1.51 -2.24 0.0442
C -5.325 0.302 -1.883 -0.19 -0.41 0.23 -0.9656
C -3.870 1.654 -3.199 0.20 0.21 0.13 -1.1127
H -4.674 1.807 0.818 0.02 -0.01 -0.02 0.2814
H -3.579 1.523 2.176 0.10 0.09 -0.05 0.3980
H -4.223 0.160 1.309 -0.02 0.10 -0.09 0.3263
H -2.719 3.272 -0.247 -0.03 0.04 0.13 0.2682
H -1.100 2.554 -0.080 -0.02 -0.03 0.00 0.3143
H -2.030 2.942 1.358 -0.05 -0.09 0.05 0.3878
H -3.134 -1.555 0.942 0.00 -0.07 -0.01 0.2051
H -3.770 -2.846 -0.079 0.15 -0.01 -0.12 0.4287
H -4.742 -1.450 0.175 0.08 0.22 0.00 0.2386
H -1.287 -2.274 -0.775 0.07 0.04 -0.05 0.2800
H -1.522 -1.786 -2.462 0.06 0.08 0.06 0.1701
H -2.482 -3.089 -1.797 -0.14 0.04 0.07 0.4380
H -5.221 -0.644 -2.423 0.04 -0.03 0.11 0.3071
H -6.091 0.895 -2.387 0.15 0.15 -0.05 0.4316
H -5.718 0.126 -0.883 0.19 -0.17 0.05 0.2462
H -3.583 0.879 -3.921 -0.09 0.04 -0.07 0.3575
H -3.068 2.397 -3.164 0.01 -0.07 0.00 0.3468
H -4.761 2.158 -3.572 -0.06 -0.02 0.10 0.3922
C 3.468 -0.406 4.303 -0.26 -0.35 0.29 -0.9359
N 2.854 0.746 3.678 0.20 0.25 -0.18 0.0690
C 2.937 1.902 4.565 -0.28 0.31 -0.17 -1.1402
P 1.362 0.695 2.833 4.00 -4.41 -2.08 0.8012
O 1.484 1.866 1.924 -2.48 1.40 1.89 -0.8361
N 1.341 -0.583 1.641 0.46 -0.05 -0.16 0.4481
C 2.395 -1.593 1.567 0.00 -0.35 0.30 -1.2311
C 1.144 -0.093 0.268 0.04 0.30 0.03 -0.6835
N 0.456 -0.207 4.029 -1.89 2.61 0.35 0.1001
C 0.205 -1.632 3.943 0.17 -0.40 -0.24 -0.8271
C -0.839 0.485 4.246 0.12 0.23 0.06 -1.1195
H 2.943 -0.737 5.213 -0.02 0.01 -0.02 0.2989
H 4.491 -0.151 4.589 -0.03 0.13 0.01 0.3988
H 3.548 -1.247 3.622 -0.10 0.05 0.08 0.2620
H 2.232 1.823 5.408 0.13 -0.01 0.07 0.3361
H 2.713 2.816 4.014 -0.04 -0.05 -0.03 0.2903
H 3.945 2.002 4.969 0.03 -0.12 -0.03 0.3702
H 3.400 -1.152 1.551 -0.01 -0.04 -0.07 0.4146
H 2.280 -2.173 0.651 -0.08 0.16 -0.11 0.3754
H 2.342 -2.339 2.362 0.02 0.18 0.15 0.2533
H 2.060 0.334 -0.157 -0.02 0.06 0.02 0.3508
H 0.360 0.647 0.228 0.05 0.08 0.02 -0.0797
H 0.829 -0.910 -0.381 0.02 -0.17 0.18 0.2236
H -0.288 -1.937 3.014 0.13 0.00 -0.04 0.2185
H -0.445 -1.908 4.776 -0.02 0.21 0.05 0.4149
H 1.116 -2.208 4.094 0.09 0.06 -0.24 0.2353
H -1.477 0.446 3.353 -0.07 -0.04 0.06 0.3307
H -0.669 1.536 4.497 0.01 -0.03 -0.07 0.3270
H -1.383 0.039 5.079 0.09 -0.07 0.03 0.4295
O 4.258 -1.888 -2.653 -0.04 -0.10 0.32 -0.4839
C 3.972 -1.130 -3.517 0.42 -0.73 0.74 0.4856
N 2.841 -1.380 -4.365 -0.10 0.82 -0.59 -0.3411
P 1.661 -0.163 -4.481 -0.24 0.99 0.69 0.3428
S 1.793 1.287 -3.227 0.16 -0.03 0.02 -0.3227
O 4.729 -0.024 -3.753 -0.78 -0.32 -0.86 -0.3751
B 5.440 0.008 -4.938 0.41 0.75 -0.10 0.6918
O 5.712 -1.146 -5.646 0.21 -0.06 0.74 -0.5185
O 5.893 1.229 -5.372 -0.40 -0.28 -0.40 -0.4893
H 3.132 -1.744 -5.268 0.05 -0.24 0.09 0.3658
H 0.422 -0.800 -4.353 0.13 -0.40 -0.34 0.0022
H 1.695 0.309 -5.806 -0.03 -0.49 -0.21 0.0257
H 6.671 -1.258 -5.686 -0.13 -0.16 -0.49 0.2874
H 5.152 1.845 -5.428 0.35 0.30 0.43 0.3132
```
Positions in Å, forces in eV/Å.

***

# 2
Molecular formula: C5H3NO5V
Method: DFT, wB97M-V/def2-TZVPD

Output
2S+1 = 3
charge = +3
E_HOMO (spin up / spin down) = -26.662 / -27.243 eV
⟨S²⟩ = 2.014
LUMO level (spin up / spin down) = -18.41 / -17.72 eV
HOMO-LUMO gap (spin up / spin down) = 8.3 / 9.5 eV

The geometry in XYZ format:
```
15
Properties=species:S:1:pos:R:3:forces:R:3:mulliken_charge:R:1
O -2.698 -0.467 -1.520 4.76 0.83 2.68 0.0759
C -1.702 -0.294 -0.959 -9.05 -1.59 -5.08 0.4813
V -0.063 -0.011 -0.036 4.60 0.80 2.59 0.0105
O -0.684 3.049 0.274 1.20 -4.51 -0.31 0.0366
C -0.415 1.937 0.183 -2.00 7.32 0.61 0.4329
C 0.450 -1.930 -0.165 1.45 -7.45 -0.96 0.4335
O 0.681 -3.049 -0.275 -0.85 4.62 0.52 0.0407
C 0.930 0.363 -1.721 3.20 1.19 -6.78 0.4352
O 1.437 0.567 -2.729 -1.95 -0.80 4.15 0.0336
C -0.896 -0.357 1.740 -3.79 -1.28 6.48 0.4302
O -1.439 -0.567 2.728 2.33 0.88 -3.99 0.0429
N 1.833 0.309 1.046 -1.85 -0.23 -1.00 -0.5033
H 1.760 1.150 1.598 0.46 0.43 0.57 0.3468
H 2.587 0.398 0.385 0.89 0.08 -0.04 0.3241
H 1.997 -0.483 1.649 0.59 -0.27 0.57 0.3791
```
Positions in Å, forces in eV/Å.

***

# 3
Molecular formula: C5H9NO
Method: DFT, wB97M-V/def2-TZVPD

Output
E_HOMO = -8.904 eV
LUMO level = -0.41 eV
HOMO-LUMO gap = 8.5 eV
SMILES string = CC1=C(N=O)CC1.[H][H]

The geometry in XYZ format:
```
16
Properties=species:S:1:pos:R:3:forces:R:3:mulliken_charge:R:1
C -1.450 -1.178 -0.101 0.04 -0.05 0.01 -1.1515
C -0.517 -0.039 0.083 -0.02 -0.08 0.05 0.2950
C 0.784 0.143 0.386 -0.07 -0.05 -0.01 0.3353
N 1.828 -0.790 0.526 0.18 0.28 0.19 -0.1713
O 2.900 -0.274 0.780 -0.31 -0.16 -0.05 -0.3945
C 0.710 1.645 0.493 0.17 0.17 0.03 -0.3044
C -0.780 1.451 0.070 -0.17 0.08 -0.01 -0.5224
H -2.099 -1.011 -0.968 0.12 -0.01 0.10 0.3201
H -2.104 -1.244 0.778 0.06 0.02 -0.12 0.3094
H -0.931 -2.131 -0.215 -0.05 0.17 0.04 0.3027
H 0.835 2.030 1.510 0.01 -0.04 -0.16 0.2181
H 1.338 2.219 -0.192 -0.10 -0.08 0.06 0.2588
H -1.016 1.849 -0.924 0.02 -0.07 0.15 0.2269
H -1.535 1.801 0.782 0.11 -0.02 -0.07 0.2721
H 0.785 -2.297 -1.788 0.08 -0.06 -0.07 0.1283
H 1.251 -2.173 -1.220 -0.05 -0.10 -0.15 -0.1226
```
Positions in Å, forces in eV/Å.

***

# 4
Molecular formula: C3H7N3
Method: DFT, wB97M-V/def2-TZVPD

Output
E_HOMO = -9.361 eV
LUMO level = -0.90 eV
HOMO-LUMO gap = 8.5 eV

The geometry in XYZ format:
```
13
Properties=species:S:1:pos:R:3:forces:R:3:mulliken_charge:R:1
C -0.796 -0.342 -1.431 0.31 -2.55 -1.48 -0.9133
C -0.924 0.416 -0.148 -3.91 0.23 -2.32 0.4104
C 2.291 -0.442 0.754 -2.39 -0.67 -2.70 -0.2986
H -1.273 0.072 -2.320 0.94 1.18 0.02 0.3596
H 0.264 -0.797 -1.409 -1.92 1.26 -1.69 0.3784
H -1.401 -1.316 -1.615 0.52 1.04 1.81 0.2411
H -1.822 1.184 1.138 -1.10 2.04 -3.17 0.3123
H 0.718 1.090 1.116 -3.00 -3.64 0.24 0.2724
H 3.290 -0.688 0.432 -0.21 -1.11 -1.40 0.2633
H 2.595 0.186 1.600 -1.96 0.28 0.52 0.2228
N -1.915 1.361 -0.052 4.88 -4.88 5.43 -0.5787
N -0.071 -0.281 0.854 3.66 6.17 -1.17 -0.3798
N 1.157 -0.725 0.056 4.18 0.65 5.91 -0.2898
```
Positions in Å, forces in eV/Å.

***

Calculated total energy in hartree, matching the order above: -2801.8378, -1565.9342, -325.7491, -282.4790